Density functional theory data (ωB97M-V/def2-TZVPD) for C44H49IrN6OS2 as an isolated structure at a distorted geometry.

Values from the calculation:
Kohn-Sham gap (spin up / spin down) = 6.192 / 5.671 eV
E_LUMO (spin up / spin down) = -3.5 / -4.0 eV
Molar mass = 934.27 Da
E_HOMO (spin up / spin down) = -9.72 / -9.70 eV
Calculated total energy = -81917.0472 eV

```
! wB97M-V def2-TZVPD RIJCOSX def2/J DEFGRID3
* xyz 1 2
Ir -1.0742 -0.0593 -0.9478
N -4.9277 -1.3157 -2.2137
C -4.4080 -2.5561 -2.5093
C -3.0810 -2.4823 -2.2273
N -2.7875 -1.2198 -1.7774
C -3.9119 -0.5492 -1.7753
C -3.8822 0.8390 -1.4153
N -2.7320 1.3940 -1.1078
C -2.9690 2.7428 -0.9976
C -4.2879 2.9834 -1.2130
N -4.8602 1.7589 -1.4710
H -5.8797 -1.0312 -2.3634
H -5.0113 -3.3664 -2.8768
H -2.3276 -3.2455 -2.3141
H -2.1859 3.4500 -0.8021
H -4.8567 3.8954 -1.1999
H -5.8296 1.6001 -1.6813
C -0.1540 2.9944 4.0054
C -0.6231 2.2786 2.7365
C -1.1746 3.2673 1.7170
C -1.6587 1.1957 3.0357
C -2.6239 1.4458 4.0040
C -3.5444 0.4814 4.3636
C -3.4614 -0.7760 3.7967
C -2.5305 -1.0803 2.8079
C -2.4822 -2.5348 2.3517
C -2.9991 -2.7040 0.9308
C -1.1012 -3.1876 2.4773
C -1.6800 -0.0477 2.3708
N -0.7621 -0.2147 1.2713
C 0.4792 -0.3246 1.5312
C 1.4571 -0.3270 0.4257
N 1.0408 -0.2087 -0.7784
C 2.0200 -0.0040 -1.8110
C 2.6287 1.2606 -1.8546
C 3.6049 1.4893 -2.8177
C 3.9667 0.5032 -3.7131
C 3.3535 -0.7369 -3.6486
C 2.3734 -1.0262 -2.7051
C 1.8391 -2.4565 -2.6926
C 2.1065 -3.1811 -1.3680
C 0.3587 -2.5646 -3.0591
C 2.2608 2.3956 -0.9022
C 3.4793 2.8893 -0.1159
C 1.6062 3.5527 -1.6664
C 2.7830 -0.5859 0.9922
C 4.0512 -0.7290 0.4883
C 5.0996 -1.0386 1.3858
C 4.8940 -1.2022 2.7326
C 3.5978 -1.0491 3.2870
C 3.2234 -1.1805 4.6482
C 1.9199 -0.9945 5.0309
C 0.8930 -0.6833 4.1071
C 1.2212 -0.5686 2.7810
C 2.5760 -0.7405 2.3902
H 0.7384 3.5813 3.7835
H 0.0968 2.2813 4.7928
H -0.9116 3.6796 4.3884
H 0.2555 1.8126 2.2963
H -2.1346 3.6666 2.0509
H -1.3137 2.7561 0.7697
H -0.4838 4.1011 1.5693
H -2.6513 2.4135 4.4880
H -4.2940 0.6980 5.1134
H -4.1221 -1.5607 4.1448
H -3.1526 -3.0766 3.0212
H -2.3818 -2.1245 0.2560
H -4.0331 -2.3619 0.8397
H -2.9487 -3.7521 0.6274
H -0.4493 -2.9117 1.6447
H -1.2123 -4.2726 2.4692
H -0.6026 -2.9119 3.4072
H 4.0907 2.4564 -2.8611
H 4.7323 0.6927 -4.4545
H 3.6566 -1.5148 -4.3394
H 2.3947 -2.9861 -3.4683
H 1.4381 -2.8299 -0.5788
H 3.1366 -3.0378 -1.0373
H 1.9389 -4.2522 -1.4914
H -0.2645 -2.0666 -2.3193
H 0.0699 -3.6185 -3.0970
H 0.1504 -2.1148 -4.0311
H 1.5264 2.0351 -0.1820
H 4.2213 3.3420 -0.7755
H 3.9588 2.0722 0.4257
H 3.1715 3.6442 0.6103
H 2.2974 3.9817 -2.3945
H 1.3099 4.3400 -0.9696
H 0.7192 3.2106 -2.2002
H 4.2652 -0.6152 -0.5661
H 6.0980 -1.1546 0.9855
H 5.7259 -1.4550 3.3789
H 3.9744 -1.4268 5.3891
H 1.6562 -1.0908 6.0759
H -0.1201 -0.5437 4.4593
C 0.4111 0.4804 -5.9248
O -1.0049 0.3346 -5.7296
C -1.5532 0.5802 -4.5416
S -3.2082 0.5934 -4.4915
S -0.4865 0.9312 -3.2092
H 0.6108 0.0665 -6.9080
H 0.9731 -0.0527 -5.1599
H 0.6849 1.5348 -5.8994
*
```

Here are the Löwdin charges for atoms 1 to 6, given in e: Ir 1.0594; N 0.1383; C -0.0434; C -0.1098; N -0.0548; C -0.3744

=====

Density functional theory data (ωB97M-V/def2-TZVPD) for C44H49N6NiS3 as an isolated structure.

Values from the calculation:
Kohn-Sham gap (spin up / spin down) = 5.782 / 5.855 eV
E_LUMO (spin up / spin down) = 1.8 / 1.9 eV
Molar mass = 816.81 Da
E_HOMO (spin up / spin down) = -3.94 / -3.98 eV
Calculated total energy = -128919.1863 eV

```
! wB97M-V def2-TZVPD RIJCOSX def2/J DEFGRID3
* xyz -1 3
Ni -0.7434 -0.3838 0.4624
C -5.3899 -2.1639 -3.4254
C -5.6257 -1.9207 -1.9319
C -4.5947 -1.0180 -1.3297
C -4.6838 0.3189 -1.0916
C -5.8669 1.2142 -1.2885
C -6.6601 1.4205 0.0051
C -3.4034 0.7225 -0.5449
C -3.0748 2.0207 -0.1722
C -1.8548 2.4605 0.3152
C -1.5438 3.8413 0.6408
C -2.4692 5.0050 0.4696
C -2.5079 5.5121 -0.9747
C -0.2560 3.8536 1.0714
C 0.2042 2.4773 1.0176
C 1.4721 2.0537 1.3987
C 1.9564 0.7571 1.3364
N 1.2627 -0.3188 0.8801
C 2.0951 -1.3864 0.9788
C 1.7713 -2.6842 0.6161
C 0.5639 -3.1146 0.0780
N -0.5157 -2.3284 -0.1424
C -1.4852 -3.1286 -0.6579
C -2.7586 -2.7108 -1.0109
C -3.2591 -1.4154 -0.9313
N -2.5708 -0.3446 -0.4660
C -0.9973 -4.4907 -0.7818
C 0.2816 -4.4826 -0.3213
C 1.2607 -5.6125 -0.2702
C 2.2458 -5.5892 -1.4428
C -1.7697 -5.6326 -1.3630
C -1.7694 -5.6224 -2.8947
C 3.3758 -0.9803 1.5326
C 3.2908 0.3567 1.7521
C 4.3381 1.2829 2.2808
C 5.1014 2.0058 1.1679
C 4.5334 -1.8917 1.7872
C 5.3448 -2.1861 0.5221
N -0.7769 1.6696 0.5537
C 0.5494 5.0270 1.5357
C 0.5661 5.1723 3.0587
H -6.1408 -2.8381 -3.8434
H -4.4039 -2.5999 -3.5937
H -5.4289 -1.2221 -3.9756
H -5.6335 -2.8775 -1.4029
H -6.6181 -1.4865 -1.7872
H -6.5211 0.7910 -2.0551
H -5.5379 2.1838 -1.6724
H -7.0356 0.4662 0.3782
H -7.5100 2.0886 -0.1509
H -6.0235 1.8454 0.7823
H -3.8495 2.7697 -0.2887
H -2.1580 5.8157 1.1328
H -3.4777 4.7247 0.7858
H -1.5148 5.8357 -1.2916
H -3.1950 6.3542 -1.0838
H -2.8248 4.7182 -1.6527
H 2.1447 2.8100 1.7863
H 2.5368 -3.4367 0.7625
H -3.4334 -3.4702 -1.3884
H 0.7211 -6.5627 -0.2693
H 1.8162 -5.5760 0.6708
H 1.7136 -5.6735 -2.3920
H 2.9619 -6.4112 -1.3766
H 2.8009 -4.6501 -1.4607
H -2.8007 -5.6031 -1.0002
H -1.3480 -6.5758 -1.0073
H -2.1926 -4.6908 -3.2735
H -2.3505 -6.4544 -3.2984
H -0.7502 -5.6983 -3.2775
H 5.0352 0.7203 2.9055
H 3.8728 2.0183 2.9417
H 5.6116 1.2874 0.5236
H 5.8489 2.6874 1.5797
H 4.4200 2.5824 0.5400
H 4.1708 -2.8290 2.2179
H 5.1802 -1.4445 2.5448
H 4.7143 -2.6332 -0.2485
H 6.1700 -2.8704 0.7308
H 5.7603 -1.2645 0.1103
H 0.1467 5.9380 1.0842
H 1.5746 4.9342 1.1657
H -0.4476 5.2980 3.4444
H 1.1621 6.0332 3.3695
H 0.9802 4.2818 3.5338
S 3.2187 -0.3759 5.6474
C 1.7451 -0.1285 4.8975
S 0.9025 -1.3759 4.0485
C -0.4002 -0.2712 3.6370
N -0.2258 0.9044 4.1448
N 0.9742 0.9818 4.8350
C 1.2169 2.2366 5.4579
C 2.4958 2.7648 5.5773
C 2.6677 4.0080 6.1701
C 1.5803 4.7275 6.6403
C 0.3052 4.1926 6.5134
C 0.1187 2.9530 5.9265
S -1.7211 -0.7792 2.6632
H 3.3455 2.2010 5.2278
H 3.6680 4.4138 6.2576
H 1.7231 5.6982 7.0980
H -0.5558 4.7440 6.8699
H -0.8702 2.5366 5.7998
*
```

Here are the Löwdin charges for atoms 1 to 6, given in e: Ni 0.4795; C -0.0927; C -0.2009; C -0.1368; C -0.1366; C -0.2031

=====

Density functional theory data (ωB97M-V/def2-TZVPD) for C44H50BKN13O7S as an isolated structure.

Values from the calculation:
Kohn-Sham gap = 6.943 eV
E_LUMO = 1.6 eV
Molar mass = 954.95 Da
E_HOMO = -5.36 eV
Calculated total energy = -107987.6342 eV

```
! wB97M-V def2-TZVPD RIJCOSX def2/J DEFGRID3
* xyz -1 1
K 0.2682 -0.0189 0.1230
C 1.4208 -6.8091 0.1814
C 1.5904 -5.7206 -0.8257
C 1.6838 -5.8186 -2.1970
C 1.7868 -4.4825 -2.6366
N 1.7554 -3.6467 -1.6116
N 1.6389 -4.4059 -0.5051
B 1.4937 -3.7938 0.8931
N 0.0234 -3.3456 1.1145
N -0.7924 -3.0316 0.0824
C -2.0030 -2.8753 0.6001
C -1.9866 -3.0813 1.9903
C -0.6685 -3.3639 2.2776
C -0.0095 -3.5691 3.5979
C -3.1213 -2.4949 -0.2806
C -4.3684 -2.1695 0.2443
C -5.3893 -1.7096 -0.5772
C -5.1827 -1.5825 -1.9432
C -3.9504 -1.9437 -2.4793
C -2.9318 -2.3995 -1.6603
N 2.5231 -2.6554 1.1232
N 2.5020 -1.5450 0.3561
C 3.5718 -0.8358 0.6786
C 4.3082 -1.4813 1.6906
C 3.6064 -2.6461 1.9361
C 3.9292 -3.7536 2.8839
C 3.8343 0.4365 -0.0205
C 3.2816 0.6702 -1.2778
C 3.5119 1.8654 -1.9409
C 4.2897 2.8516 -1.3495
C 4.8380 2.6306 -0.0928
C 4.6149 1.4310 0.5647
C 1.9061 -3.9574 -4.0078
C 1.8530 -2.5837 -4.2471
C 1.9667 -2.0874 -5.5349
C 2.1316 -2.9501 -6.6125
C 2.1825 -4.3174 -6.3849
C 2.0716 -4.8147 -5.0937
H 1.3800 -7.7700 -0.3318
H 0.5005 -6.6876 0.7560
H 2.2447 -6.8372 0.8969
H 1.6618 -6.7270 -2.7768
H 1.7403 -4.6457 1.7080
H -2.7916 -3.0019 2.7028
H -0.7621 -3.6568 4.3814
H 0.6250 -2.7118 3.8375
H 0.6113 -4.4665 3.6076
H -4.5323 -2.2543 1.3121
H -6.3488 -1.4488 -0.1445
H -5.9731 -1.2161 -2.5873
H -3.7808 -1.8589 -3.5465
H -1.9638 -2.6644 -2.0681
H 5.2251 -1.1674 2.1619
H 4.8343 -3.5034 3.4376
H 4.0992 -4.6923 2.3546
H 3.1265 -3.9248 3.6024
H 2.6609 -0.0951 -1.7290
H 3.0604 2.0321 -2.9117
H 4.4603 3.7929 -1.8586
H 5.4241 3.4041 0.3889
H 5.0222 1.2808 1.5577
H 1.7205 -1.9183 -3.4035
H 1.9235 -1.0172 -5.7001
H 2.2187 -2.5585 -7.6186
H 2.3112 -5.0036 -7.2137
H 2.1181 -5.8835 -4.9237
C -1.0487 6.1393 2.7950
C -2.3033 6.0258 1.9344
S -2.9334 4.3770 2.0350
O -3.4580 4.1379 3.3582
O -1.9040 3.5064 1.5194
C -4.3005 4.3438 0.9046
C -4.9051 2.9447 0.7623
N -4.0385 2.0130 0.0599
C -3.2437 1.0900 0.6689
N -2.3574 0.5696 -0.1567
C -2.5430 1.1825 -1.3548
C -3.5571 2.0846 -1.2415
N -4.0984 2.9130 -2.2514
O -5.0262 3.6665 -1.9499
O -3.5868 2.8748 -3.3553
C -3.3794 0.6816 2.0925
H -0.6675 7.1585 2.7313
H -0.2712 5.4637 2.4395
H -1.2648 5.9178 3.8398
H -2.0773 6.2019 0.8804
H -3.0922 6.7101 2.2519
H -3.9632 4.7204 -0.0605
H -5.0563 5.0241 1.3023
H -5.8454 3.0391 0.2279
H -5.1122 2.5168 1.7409
H -1.9525 0.9739 -2.2307
H -3.3149 1.5283 2.7779
H -2.5635 -0.0046 2.3203
H -4.3378 0.1809 2.2505
C 0.4879 4.5898 -2.2866
N 1.0006 4.2469 -0.9742
C 1.6501 5.1908 -0.2309
C 2.1225 4.9133 0.9913
C 1.9204 3.5650 1.5297
O 2.3012 3.3056 2.6941
N 1.2981 2.6449 0.7607
C 0.8243 2.9504 -0.4634
O 0.2306 2.1217 -1.1745
H 1.2733 5.0497 -2.8896
H -0.3561 5.2823 -2.2153
H 0.1478 3.6789 -2.7671
H 1.7563 6.1602 -0.7041
H 2.6425 5.6490 1.5868
N -0.1015 1.7655 3.4882
C 0.4192 0.5688 3.0720
N 1.7624 0.4210 3.2724
O -0.2760 -0.3188 2.5666
H 0.5816 2.5158 3.5273
H -0.9375 2.0193 2.9839
H 2.2947 1.2851 3.1853
H 2.1634 -0.3797 2.8047
*
```

Here are the Löwdin charges for atoms 1 to 6, given in e: K 0.7618; C -0.0367; C -0.2841; C 0.0107; C -0.2605; N 0.1444

=====

Density functional theory data (ωB97M-V/def2-TZVPD) for C44H50Li2O20S as an isolated structure at a distorted geometry.

Values from the calculation:
Kohn-Sham gap = 6.504 eV
E_LUMO = -0.5 eV
Molar mass = 944.81 Da
E_HOMO = -6.99 eV
Calculated total energy = -98622.2901 eV

```
! wB97M-V def2-TZVPD RIJCOSX def2/J DEFGRID3
* xyz 0 1
Li -3.0648 -1.5181 2.9906
Li -1.7368 0.7809 -2.0744
S -0.8858 -0.1031 0.9616
O -2.0418 -0.8351 1.6016
O -1.2708 0.0869 -0.4164
O -0.7218 1.2339 1.5776
O 0.2592 -0.8791 1.0616
C -3.2198 -0.7141 -3.4544
O -2.7278 0.5069 -3.7944
H -2.8608 -1.0091 -2.4744
H -2.9238 -1.5011 -4.2744
H -4.4198 -0.6871 -3.3244
H -2.4068 0.3099 -4.5714
C -2.9988 -4.4311 3.0406
O -3.4268 -3.4331 2.0846
H -3.4338 -5.4101 2.8516
H -3.3338 -4.3601 3.9736
H -1.9348 -4.3951 2.9446
H -2.9788 -3.4751 1.3816
C 4.7792 0.9649 0.4606
C 5.2952 2.0649 -0.2174
C 4.3362 2.9119 -0.9644
C 3.0062 2.6459 -0.8714
C 2.4982 1.4329 -0.3124
C 3.4472 0.6469 0.3796
O 2.9622 -0.3821 1.1546
O 4.7732 3.9279 -1.5794
H 5.3172 0.4169 1.0326
H 6.2652 2.4179 -0.0674
H 2.4702 3.4989 -1.3884
H 1.3292 1.2579 -0.2374
H 2.0512 -0.4041 1.0096
H 5.6742 4.2169 -1.0144
C -1.0008 6.7829 -0.7014
C -1.7878 5.7249 -0.1724
C -1.2448 4.5209 0.3476
C 0.2222 4.4239 0.5526
C 0.9242 5.4649 -0.0104
C 0.3222 6.7309 -0.5274
O 1.1022 7.6549 -1.0974
O -2.0488 3.7339 1.0026
H -1.4038 7.5539 -1.2534
H -2.8568 5.8839 -0.2434
H 0.5012 3.4879 0.7696
H 1.8312 5.2249 0.0496
H 0.6492 8.2969 -1.8114
H -1.6088 3.0989 1.4296
C 0.7092 0.3799 -5.3184
C 1.7542 0.5919 -6.2294
C 3.1572 0.4469 -5.9074
C 3.4102 0.1349 -4.4784
C 2.4892 0.0079 -3.5224
C 1.1252 0.1649 -3.8754
O 0.0742 -0.1801 -2.9964
O 4.0942 0.2679 -6.8624
H -0.3528 0.3859 -5.4534
H 1.4112 0.5479 -7.3584
H 4.5722 -0.0861 -4.0874
H 2.6952 -0.0501 -2.6354
H 0.1512 -0.5051 -2.1354
H 3.7962 0.6289 -7.7884
C -4.2398 1.2999 -0.3394
C -4.9048 2.4459 -1.0354
C -6.0718 2.2659 -1.8484
C -6.5918 0.9929 -1.9264
C -6.0248 -0.1271 -1.3474
C -4.8068 0.0659 -0.5834
O -4.2378 -1.0221 0.1076
O -6.7438 3.2079 -2.3664
H -3.5768 1.4279 0.2246
H -4.7018 3.4109 -0.6814
H -7.4078 1.0369 -2.5344
H -6.6168 -0.9311 -1.3924
H -3.4028 -0.7771 0.4956
H -7.3948 2.8819 -2.9634
C 1.7402 -5.8731 3.9196
C 1.0392 -4.6721 3.9766
C 1.3402 -3.5601 3.1476
C 2.2642 -3.7521 2.0456
C 2.9592 -4.9831 1.9536
C 2.6832 -6.0441 2.9526
O 3.3342 -7.1011 2.7026
O 0.6742 -2.3851 3.1486
H 1.4132 -6.8881 4.3606
H 0.2382 -4.5891 4.8696
H 2.5792 -3.0811 1.2546
H 3.7722 -5.1001 1.3376
H 3.4692 -7.7181 3.3756
H 0.4102 -1.7631 2.4706
C 3.0082 3.0359 3.6046
C 1.7882 2.4229 3.2926
C 0.7952 2.2229 4.3096
C 1.0022 2.7059 5.6196
C 2.3062 3.2749 5.9206
C 3.3002 3.4169 4.9136
O 4.6082 3.7729 5.2026
O -0.3978 1.7319 4.0136
H 3.7962 3.2869 2.8736
H 1.5282 1.9589 2.2396
H 0.2722 2.5429 6.5076
H 2.5182 3.6959 6.8276
H 4.4782 3.9169 6.0766
H -0.7478 1.5619 3.1066
C -1.2528 -4.9041 -2.4804
C -0.4098 -3.8261 -2.2584
C 0.0002 -3.5121 -0.9494
C -0.3608 -4.3271 0.0736
C -1.1818 -5.4551 -0.0874
C -1.5318 -5.7871 -1.3434
O -2.2898 -6.9381 -1.6854
O 0.8572 -2.5251 -0.9064
H -1.5628 -5.1811 -3.4534
H -0.2408 -3.2531 -3.0234
H 0.2942 -4.2051 0.9546
H -1.5508 -6.2911 0.7556
H -1.9498 -7.0791 -2.4484
H 0.9672 -2.0391 -0.1354
*
```

Here are the Löwdin charges for atoms 1 to 6, given in e: Li 0.7908; Li 0.6924; S 0.3054; O -0.4370; O -0.3801; O -0.3193

=====

Results for ΔE to the lowest compared entry with this formula, charge and spin: 234.3; 0.0; 0.0; 380.1 (in kJ/mol, following the order of the records).